No. 1
DFT (the ωB97M-V functional and the def2-TZVPD basis) results for an isolated ion of composition C6H17N2 and charge +1 in a non-equilibrium geometry.

Calculated values
Lowest unoccupied orbital energy   -3.339 eV
Charge   +1
SMILES string   CC[C@H]([NH3+])CN(C)C

Each line ends with the natural charge from an NBO analysis.
Element x y z (Å)
H1 3.43 -0.25 -1.63  0.224
C1 -2.69 0.33 1.69  -0.663
H2 0.13 1.66 -0.28  0.230
H3 -0.94 1.91 2.15  0.275
H4 -2.86 -0.11 2.66  0.258
H5 1.41 -2.61 -0.74  0.219
N1 -1.50 0.53 -1.00  -0.714
C2 1.37 -1.70 -1.61  -0.428
N2 1.54 -0.44 -0.83  -0.506
H6 0.09 -1.28 0.30  0.207
H7 0.48 -1.43 -2.44  0.191
C3 0.70 -0.32 0.37  -0.236
H8 -3.55 1.13 1.77  0.238
H9 2.21 -1.74 -2.28  0.222
H10 -1.06 0.47 -1.96  0.472
H11 -2.16 1.31 -0.78  0.459
H12 -0.53 0.11 2.26  0.234
H13 3.43 0.04 0.31  0.199
C4 -0.43 0.77 0.12  -0.049
H14 -2.05 -0.26 -0.71  0.437
C5 2.96 0.14 -0.63  -0.424
H15 -3.01 -0.41 1.01  0.193
H16 2.92 1.20 -0.52  0.198
C6 -1.18 0.93 1.53  -0.474
H17 1.28 0.03 1.24  0.239


No. 2
DFT (the ωB97M-V functional and the def2-TZVPD basis) results for C6H17N2 as an isolated structure in a non-equilibrium geometry.

Calculated values
Lowest unoccupied orbital energy   -7.922 eV
Charge   +1

Each line ends with the natural charge from an NBO analysis.
Element x y z (Å)
C1 0.06 2.16 -0.35  -0.635
C2 -1.03 1.35 0.38  -0.249
C3 -0.09 -2.13 -1.05  -0.600
N1 2.25 -1.46 -0.21  -0.765
H1 0.75 2.59 0.39  0.256
H2 2.90 -1.51 -0.99  0.382
H3 -0.94 -2.72 -0.72  0.324
H4 -0.36 3.09 -0.73  0.263
H5 -0.60 -0.34 -2.12  0.239
C4 1.17 -2.46 -0.18  -0.207
H6 -2.13 -0.52 0.01  0.350
H7 -0.78 -0.69 0.98  0.261
H8 1.74 -0.61 -0.47  0.308
C5 -0.38 -0.69 -1.11  0.475
C6 -1.10 -0.15 0.07  -0.581
H9 0.20 -2.53 -2.04  0.255
H10 0.68 1.63 -1.09  0.193
N2 -1.14 2.23 1.85  -0.675
H11 -1.88 1.64 2.24  0.330
H12 0.36 4.88 2.05  -0.002
H13 -0.43 1.32 1.56  0.369
H14 -1.95 1.78 0.00  0.258
H15 0.40 4.20 2.39  0.000
H16 0.88 -2.63 0.86  0.209
H17 1.51 -3.48 -0.42  0.242


No. 3
DFT (the ωB97M-V functional and the def2-TZVPD basis) results for a 3-piece molecular cluster, C6H17N2O2 overall in a non-equilibrium geometry.

Calculated values
Lowest unoccupied orbital energy (alpha / beta)   -4.058 / -4.059 eV
Charge   +1

Each line ends with the natural charge from an NBO analysis.
Element x y z (Å)
H1 1.12 -1.94 1.37  0.501
H2 -0.95 -1.36 -0.49  0.218
C1 1.22 -1.49 -0.87  -0.591
H3 0.61 -1.07 -2.93  0.218
O1 -1.40 2.41 1.68  -0.675
H4 1.96 1.15 1.02  0.423
H5 2.14 -1.67 -2.76  0.226
C2 0.08 -1.62 -0.16  0.405
C3 0.05 1.33 0.15  -0.084
H6 1.93 1.63 -0.68  0.406
H7 -2.62 0.06 1.67  0.373
N1 1.50 1.07 0.03  -0.762
C4 -0.86 1.52 -1.00  -0.658
H8 -1.39 0.63 -1.21  0.208
H9 0.97 -2.84 -2.39  0.228
N2 -1.71 -0.11 2.05  -1.040
H10 2.00 -2.08 -0.51  0.239
H11 -1.86 -0.11 3.12  0.384
C5 -0.37 1.55 1.41  0.276
O2 0.18 -1.91 1.14  -0.617
H12 0.16 1.39 2.31  0.201
H13 -1.51 -1.09 2.03  0.376
H14 -2.09 2.49 0.90  0.489
C6 1.22 -1.79 -2.34  -0.586
H15 -1.56 2.33 -0.92  0.228
H16 1.59 -0.23 -0.70  0.375
H17 -0.39 1.74 -1.93  0.240


No. 4
DFT (the ωB97M-V functional and the def2-TZVPD basis) results for a 2-piece molecular cluster, C6H17N2O2Si overall in a non-equilibrium geometry.

Calculated values
Lowest unoccupied orbital energy (alpha / beta)   -3.555 / -3.528 eV
Charge   +1

Each line ends with the natural charge from an NBO analysis.
Element x y z (Å)
H1 0.79 1.61 -0.49  0.189
H2 -3.43 0.09 -1.91  0.213
C1 2.51 -0.54 -1.71  -0.441
Si1 -1.56 0.66 0.82  1.886
N1 0.70 -2.23 0.72  -0.552
O1 -1.68 0.33 -0.75  -0.929
H3 2.33 2.01 -1.12  0.235
H4 -3.40 1.65 -0.90  0.180
H5 -0.79 -2.73 2.12  0.227
H6 -0.43 -4.07 1.08  0.243
H7 2.16 1.74 0.65  0.211
H8 -2.22 -0.38 1.60  -0.202
H9 -1.52 2.79 2.10  0.276
C2 0.05 -3.25 1.61  -0.442
H10 0.67 -3.72 2.38  0.247
C3 -2.77 0.92 -1.54  -0.256
C4 -1.20 2.41 1.13  -1.182
C5 0.63 -0.96 0.66  0.853
H11 2.66 -1.70 -1.59  0.186
C6 1.87 1.41 -0.31  -0.455
H12 -0.21 2.71 1.05  0.275
H13 -1.80 3.00 0.41  0.265
H14 3.36 0.03 -2.10  0.241
H15 1.65 -0.63 -2.43  0.182
H16 -2.11 1.32 -2.25  0.217
N2 2.26 0.05 -0.45  -0.371
H17 1.43 -2.60 0.11  0.447
O2 0.08 0.07 1.10  -0.741


No. 5
DFT (the ωB97M-V functional and the def2-TZVPD basis) results for a single C6H17N2P molecule in a non-equilibrium geometry.

Calculated values
Lowest unoccupied orbital energy   1.015 eV
SMILES string   CCN(C)P(C)N(C)C

Each line ends with the natural charge from an NBO analysis.
Element x y z (Å)
H1 1.78 1.96 -0.46  0.220
H2 0.81 2.91 -1.35  0.215
C1 -0.05 -0.76 3.11  -0.615
N1 -0.69 -0.22 -1.49  -0.774
N2 0.12 -0.03 0.83  -0.733
H3 2.27 -0.29 1.36  0.187
H4 -1.64 0.99 -3.16  0.175
H5 -1.11 -1.09 3.26  0.208
C2 1.06 1.97 -1.18  -0.922
H6 -1.35 -0.87 -3.45  0.216
H7 0.92 1.06 2.57  0.169
H8 0.51 -1.56 2.71  0.205
H9 -1.57 -1.21 0.18  0.233
H10 -2.61 -0.95 -1.32  0.177
C3 1.47 -0.60 0.55  -0.420
H11 1.26 -1.74 0.58  0.198
P1 -0.50 1.12 -0.42  1.119
C4 -1.59 -1.21 -0.86  -0.428
H12 -0.79 1.25 2.19  0.196
H13 -1.11 -2.12 -1.23  0.201
C5 0.12 0.50 2.17  -0.219
H14 0.35 -0.47 4.07  0.200
H15 0.09 0.29 -3.29  0.201
H16 1.40 1.38 -2.09  0.224
H17 1.80 -0.35 -0.37  0.197
C6 -0.96 0.04 -2.90  -0.432


No. 6
DFT (the ωB97M-V functional and the def2-TZVPD basis) results for C6H17N3 as an isolated structure in a non-equilibrium geometry.

Calculated values
Lowest unoccupied orbital energy   0.896 eV

Each line ends with the natural charge from an NBO analysis.
Element x y z (Å)
H1 -2.55 1.07 -0.37  0.220
H2 2.39 -0.65 2.41  0.203
H3 -1.92 0.02 0.91  0.206
C1 1.36 0.52 0.91  -0.298
H4 2.17 -1.47 0.87  0.214
N1 0.04 1.65 -1.79  -0.793
H5 -0.67 2.12 -1.23  0.335
H6 0.54 2.48 1.22  0.218
N2 -1.02 -1.95 -0.78  -0.870
H7 -0.12 1.23 2.31  0.196
H8 1.63 0.14 -2.82  0.413
C2 -2.33 0.04 -0.10  -0.653
C3 -1.39 -0.60 -1.09  -0.033
N3 1.07 -0.38 -2.16  -0.876
H9 0.79 -1.26 1.99  0.190
H10 1.49 1.89 2.58  0.207
H11 0.93 -1.38 -2.01  0.419
C4 1.69 -0.79 1.58  -0.625
C5 0.78 1.58 1.80  -0.629
H12 -3.30 -0.49 -0.07  0.220
H13 0.36 0.20 -0.01  0.196
H14 -1.64 -2.64 -1.18  0.376
H15 2.22 0.91 0.35  0.204
H16 -1.79 -0.55 -2.10  0.208
H17 -0.89 -2.11 0.22  0.367
C6 0.17 0.41 -1.47  0.384


No. 7
DFT (the ωB97M-V functional and the def2-TZVPD basis) results for a 2-piece molecular cluster, C6H17N3 overall in a non-equilibrium geometry.

Calculated values
Lowest unoccupied orbital energy (alpha / beta)   -9.683 / -9.675 eV
Charge   +2

Each line ends with the natural charge from an NBO analysis.
Element x y z (Å)
H1 0.81 2.37 0.21  0.235
C1 -1.89 -2.58 -0.68  -0.620
H2 -1.94 0.21 0.47  0.454
N1 2.54 0.04 -0.91  -0.686
N2 -0.08 0.75 -0.31  -0.110
H3 -2.14 -0.94 -1.81  0.280
H4 -0.72 3.89 0.56  0.277
C2 2.42 -0.87 1.38  -0.787
H5 -0.28 -1.20 -1.58  0.227
H6 -2.05 2.68 0.64  0.224
H7 3.55 0.21 -0.94  0.466
C3 -0.07 1.92 0.45  -0.337
H8 -1.24 -3.14 -0.06  0.212
H9 -2.04 -3.14 -1.54  0.266
N3 -1.10 -0.23 0.11  -0.418
H10 -0.25 1.87 1.58  0.232
H11 -1.11 2.94 -0.92  0.230
H12 2.23 -0.36 2.30  0.308
H13 -2.78 -2.48 -0.15  0.237
H14 1.83 -1.75 1.50  0.301
H15 1.90 0.28 -1.76  0.485
H16 -0.66 -0.82 0.84  0.432
C4 -1.26 -1.20 -1.05  -0.255
C5 -1.11 2.92 0.15  -0.600
H17 3.42 -1.20 1.33  0.297
C6 2.00 -0.18 0.18  0.648


No. 8
DFT (the ωB97M-V functional and the def2-TZVPD basis) results for an isolated ion of composition C6H17N4O2S and charge +1 in a non-equilibrium geometry.

Calculated values
Lowest unoccupied orbital energy   -2.586 eV
Charge   +1
SMILES string   CC[N+](CC)(N=C(N)N)S(C)(=O)=O

Each line ends with the natural charge from an NBO analysis.
Element x y z (Å)
H1 -1.00 2.26 -0.41  0.237
N1 -2.15 0.16 1.40  -0.776
H2 3.73 0.99 0.67  0.283
H3 0.71 2.17 -1.26  0.231
H4 -1.49 -0.08 -1.60  0.229
H5 0.17 -0.05 -2.06  0.229
H6 2.22 1.92 0.14  0.251
O1 2.24 -0.02 -1.86  -0.888
N2 0.23 0.23 1.06  -0.508
C1 0.30 -2.73 -1.27  -0.633
H7 -2.22 -0.16 0.45  0.396
H8 -1.24 0.99 3.85  0.430
H9 -0.47 -3.61 -1.44  0.260
C2 -0.36 1.76 -1.17  -0.650
C3 2.66 1.00 0.58  -0.854
H10 -0.88 2.09 -1.99  0.241
C4 -0.87 0.46 1.74  0.642
H11 0.15 -2.07 -2.22  0.212
H12 -1.14 -1.98 0.11  0.221
C5 -0.04 -1.86 -0.02  -0.268
H13 -2.85 0.37 1.96  0.410
H14 0.12 1.35 3.22  0.397
C6 -0.46 0.22 -1.36  -0.213
O2 2.68 -1.47 0.05  -0.889
S1 2.12 -0.32 -0.49  2.286
H15 0.38 -2.24 0.91  0.254
H16 1.28 -2.97 -1.44  0.241
N3 0.26 -0.47 -0.13  -0.247
N4 -0.77 1.08 2.95  -0.809
H17 2.21 0.75 1.54  0.285


Q: Which energy relative to the best compared isomer or geometry (same formula, charge and spin) values were calculated for the entries above? A: 460.8 876.1 528.7 296.8 0.0 274.1 470.4 228.0, in kJ/mol.